# 1
Here is a molecular structure, C24H17N8O2Sn from the OMol25 dataset. Energies are from ωB97M-V with the def2-TZVPD basis set.

Positions of all 52 atoms, in Å:
1 Sn -0.29937 -0.96739 -1.38999
2 C -4.94988 -1.23752 0.42485
3 C -3.92310 -0.82186 -0.42415
4 N -2.68833 -0.58834 0.06530
5 C -2.50737 -0.86321 1.37073
6 C -3.51994 -1.36996 2.19475
7 N -4.72559 -1.53734 1.75808
8 C -1.17718 -0.52477 1.96786
9 C -0.92851 -0.69078 3.30301
10 C 0.37179 -0.54229 3.79065
11 C 1.34679 -0.21708 2.90884
12 C 1.06928 0.00748 1.60511
13 N -0.22108 -0.28280 1.11727
14 C 2.05400 0.32023 0.55029
15 C 3.36977 0.61786 0.81500
16 N 4.25507 0.95415 -0.11131
17 C 3.79255 1.07781 -1.34756
18 C 2.50614 0.64523 -1.64320
19 N 1.65434 0.27213 -0.73217
20 C 0.71763 -0.78919 5.26694
21 C -0.27606 -1.12940 6.10750
22 C -0.08749 -1.32871 7.45878
23 N 1.12025 -1.09919 8.02012
24 C 2.11392 -0.86914 7.18414
25 C 1.98390 -0.81282 5.77106
26 H -5.89019 -1.53443 0.07704
27 H -4.01713 -0.75697 -1.52287
28 H -3.26051 -1.79958 3.16938
29 H -1.77432 -0.79146 4.02825
30 H 2.41401 0.07276 3.27090
31 H 3.77052 0.44746 1.88156
32 H 4.51300 1.27930 -2.17641
33 H 2.00667 0.59424 -2.60595
34 H -1.22202 -1.40428 5.69709
35 H -0.77878 -1.65795 8.15503
36 H 3.10340 -0.69006 7.60733
37 H 2.82462 -0.75392 5.16634
38 O -1.30028 0.65326 -2.10887
39 N -1.27359 1.09955 -3.34001
40 N -0.58219 0.41076 -4.11919
41 O 0.09377 -0.62477 -3.68084
42 C -0.30528 1.01363 -5.41467
43 C 1.02041 1.16295 -5.73584
44 C 1.32779 1.65506 -7.02280
45 C 0.27497 1.97215 -7.90896
46 C -1.04903 1.79358 -7.54276
47 C -1.33673 1.24529 -6.31587
48 H 1.82080 0.93320 -5.00814
49 H 2.31215 1.85564 -7.38727
50 H 0.51988 2.35201 -8.89672
51 H -1.77300 2.14902 -8.22745
52 H -2.49048 1.10046 -6.07015

Orbital gap   7.744 eV
LUMO energy   -4.2 eV
Total charge   +1
E_tot   -47001.4063 eV
2S+1   1


# 2
Here is 2 unconnected molecules or ions with the total composition C5H14NO from the OMol25 dataset. Energies are from ωB97M-V with the def2-TZVPD basis set.

Positions of all 21 atoms, in Å:
1 C 1.50155 -1.45478 0.78889
2 C 0.40753 -1.28139 -0.23671
3 C 0.12732 0.19894 -0.61057
4 C -1.05939 0.78014 0.13498
5 C -3.48201 0.63118 -0.31231
6 N -2.29540 0.19155 -0.51004
7 H 1.63146 -2.50881 1.06121
8 H 2.45658 -1.00821 0.49647
9 H 1.28325 -0.92061 1.72220
10 H 0.39331 -1.88499 -1.15362
11 H -0.45412 -1.75762 0.24134
12 H 0.97425 0.85007 -0.37654
13 H -0.12381 0.22898 -1.67376
14 H -1.02177 0.49893 1.19965
15 H -1.16437 1.85265 -0.02738
16 H -4.25521 0.11918 -0.87611
17 H -3.70270 1.42252 0.40413
18 H -2.04468 -0.80603 -0.49162
19 H 3.67378 1.87574 0.82650
20 H 3.90857 1.47258 -0.65095
21 O 3.24588 1.49999 0.04423

Orbital gap   8.810 eV
Energy relative to the best compared isomer or geometry (same formula, charge and spin)   57.2 kcal/mol
LUMO energy   -5.6 eV
Total charge   +1
E_tot   -8941.5254 eV
2S+1   1


# 3
Here is a single C16H20N2O2 molecule from the OMol25 dataset. Energies are from ωB97M-V with the def2-TZVPD basis set.

Positions of all 40 atoms, in Å:
1 C -3.83172 2.08528 -0.47349
2 H -4.13748 2.08284 0.57048
3 H -3.29222 3.00810 -0.67458
4 H -4.72563 2.06952 -1.09296
5 C -2.94862 0.87477 -0.77681
6 C -2.66193 0.79832 -2.27671
7 H -1.93435 0.01700 -2.48556
8 H -2.26034 1.74410 -2.63278
9 H -3.57359 0.58441 -2.83007
10 C -1.61453 1.01283 -0.00844
11 C -1.01737 -0.32607 0.27676
12 N 0.08606 -0.62386 -0.26682
13 N 0.70988 -1.79817 -0.06337
14 C 1.94384 -2.06405 -0.58833
15 O 2.47977 -3.12711 -0.37411
16 C 2.53829 -0.93535 -1.40272
17 C 2.83560 0.23722 -0.50546
18 C 2.25957 1.47880 -0.73258
19 C 2.52885 2.54174 0.11138
20 C 3.37526 2.37360 1.19361
21 C 3.95514 1.13771 1.42569
22 C 3.68722 0.07586 0.58071
23 H 4.13792 -0.88935 0.76240
24 H 4.61753 1.00062 2.26789
25 H 3.58330 3.20268 1.85380
26 H 2.07629 3.50498 -0.07542
27 H 1.59710 1.61232 -1.57492
28 H 3.45497 -1.30646 -1.86444
29 H 1.82857 -0.64163 -2.17583
30 H 0.30992 -2.51761 0.54010
31 C -1.85174 -1.17817 1.20284
32 C -3.30484 -0.76067 1.09065
33 O -4.05453 -0.69888 2.02921
34 C -3.67794 -0.41653 -0.32826
35 H -4.75695 -0.28795 -0.41133
36 H -3.36872 -1.24449 -0.96934
37 H -1.51476 -1.07862 2.23895
38 H -1.78722 -2.23677 0.92966
39 H -1.80459 1.50454 0.94932
40 H -0.90988 1.61734 -0.57656

Orbital gap   9.606 eV
Energy relative to the best compared isomer or geometry (same formula, charge and spin)   56.1 kcal/mol
LUMO energy   0.5 eV
E_tot   -23991.7787 eV
Structure (SMILES)   CC1(C)CC(=O)C/C(=N\NC(=O)Cc2ccccc2)C1
2S+1   1


# 4
Here is a molecular structure, C41H54O6P2SSi2Tl from the OMol25 dataset. Energies are from ωB97M-V with the def2-TZVPD basis set.

Positions of all 107 atoms, in Å:
1 Tl 15.00903 12.59194 13.21441
2 O 14.21981 13.20780 10.42320
3 C 13.55687 14.00846 9.81711
4 O 12.11319 13.99222 10.06869
5 C 13.83750 15.13496 8.90216
6 C 15.05071 15.44884 8.27436
7 C 15.12323 16.53388 7.38982
8 C 14.01386 17.41234 7.27876
9 C 12.75496 17.05579 7.80731
10 C 12.70298 15.95004 8.62476
11 P 11.25144 15.26768 9.36539
12 C 10.19585 14.53041 8.19267
13 C 10.61244 13.30982 7.60492
14 C 9.74878 12.46572 6.99674
15 C 8.39836 12.86988 6.95058
16 C 7.93424 14.11108 7.49373
17 C 8.85057 14.90570 8.15354
18 C 10.44255 16.33160 10.55277
19 C 10.44137 17.72747 10.41549
20 C 9.89804 18.46408 11.45494
21 C 9.40096 17.81833 12.59688
22 C 9.13580 16.44200 12.55006
23 C 9.61875 15.67961 11.51510
24 H 15.90834 14.77701 8.28121
25 H 16.07312 16.85236 6.89922
26 H 14.10753 18.29834 6.65905
27 H 11.82066 17.55009 7.52823
28 H 11.68706 13.05656 7.60670
29 H 10.12490 11.54976 6.58281
30 H 7.61169 12.29861 6.41982
31 H 6.90049 14.39606 7.42643
32 H 8.50616 15.82662 8.65398
33 H 10.81200 18.24459 9.52752
34 H 9.84082 19.54727 11.36907
35 H 9.21208 18.41372 13.51825
36 H 8.60799 16.06224 13.39456
37 H 9.37218 14.64854 11.42462
38 C 15.93272 9.50732 10.41086
39 P 15.72389 8.10667 11.63100
40 C 16.77182 6.88019 10.78967
41 C 14.05141 7.45322 11.35506
42 H 15.86771 9.06940 9.41333
43 H 16.94475 9.96165 10.48223
44 H 15.12847 10.22368 10.42289
45 H 16.82727 7.15225 9.73802
46 H 16.25327 5.92878 10.88752
47 H 17.78553 6.78630 11.23713
48 H 13.35314 8.11986 11.91284
49 H 14.00528 6.47085 11.81886
50 H 13.71872 7.36894 10.30873
51 C 15.10612 17.39519 15.19551
52 C 14.20949 16.50676 14.35763
53 O 14.50031 15.08515 14.58962
54 H 14.81054 18.44256 15.00364
55 H 16.15619 17.29351 14.97506
56 H 14.90122 17.16413 16.25542
57 H 14.42732 16.64064 13.26203
58 H 13.14987 16.67761 14.59146
59 H 13.66481 14.63667 14.86327
60 C 11.83540 13.73187 16.84428
61 C 12.04898 12.38430 17.14782
62 C 11.26934 11.42804 16.48580
63 C 10.24431 11.81548 15.62464
64 C 10.00636 13.14846 15.39163
65 C 10.72017 14.10903 16.07516
66 Si 9.09111 10.59922 14.79718
67 C 9.36322 8.94331 15.64252
68 C 10.29102 8.01103 15.22040
69 C 10.28762 6.69329 15.61651
70 C 9.29833 6.28529 16.53583
71 C 8.45030 7.25483 17.06978
72 C 8.48807 8.53117 16.67109
73 H 12.45799 14.57899 17.20719
74 H 12.85294 12.08314 17.82236
75 H 11.53162 10.38828 16.51146
76 H 9.22531 13.48257 14.67145
77 H 10.39458 15.15732 15.98688
78 H 7.68584 11.02472 14.74273
79 H 11.04162 8.38545 14.50370
80 H 11.08430 6.06203 15.25668
81 H 9.19506 5.26250 16.89342
82 H 7.67049 6.97526 17.81920
83 H 7.69955 9.19880 17.11535
84 C 10.40677 10.95347 10.82475
85 S 10.61941 9.99542 12.30157
86 O 9.46046 10.71851 13.11113
87 O 10.26933 8.67044 11.88077
88 O 11.89362 10.12569 12.99508
89 H 9.32254 11.12381 10.66135
90 H 10.92834 10.43318 10.03511
91 H 10.81892 12.00488 10.99474
92 C 18.06458 10.73529 14.99592
93 Si 18.55353 12.58216 14.71686
94 C 20.42367 12.70137 14.27238
95 C 18.34742 13.48641 16.33973
96 C 17.33158 13.23426 13.37879
97 H 18.78892 10.23223 15.61813
98 H 18.01676 10.22935 14.02288
99 H 17.09622 10.57639 15.50675
100 H 20.78286 13.75796 14.06187
101 H 20.69305 12.09523 13.39812
102 H 21.00840 12.38380 15.19105
103 H 19.04888 13.07604 17.10144
104 H 17.35119 13.48483 16.75882
105 H 18.56520 14.54001 16.26556
106 H 17.63055 13.12132 12.36314
107 H 17.18760 14.29592 13.58998

Orbital gap (alpha / beta)   4.017 / 3.747 eV
Energy relative to the best compared isomer or geometry (same formula, charge and spin)   25.8 kcal/mol
LUMO energy (alpha / beta)   2.0 / 2.0 eV
Total charge   -1
E_tot   -105538.5855 eV
2S+1   1